Here is a 10-piece molecular cluster, C38H55N5O11S5 overall from OMol25. Energies are from the ωB97M-V functional and the def2-TZVPD basis.

CARTESIAN COORDINATES (ANGSTROEM)
C: -3.6354 -2.9603 -0.8102
S: -3.6400 -1.4708 -1.7508
O: -2.8027 -1.8165 -2.9139
C: -5.3729 -1.6093 -2.2800
H: -4.3507 -3.0031 -0.0055
H: -2.6499 -3.0921 -0.3529
H: -3.8281 -3.7557 -1.4997
H: -5.6112 -2.5718 -2.7487
H: -5.4638 -0.6861 -2.8904
H: -5.9085 -1.5025 -1.3855
C: 3.5120 0.3143 -3.9312
S: 4.1144 -0.5248 -2.4593
O: 3.1098 -1.6563 -2.3511
C: 5.6633 -1.1034 -3.3039
H: 3.5442 -0.3687 -4.7536
H: 4.0536 1.2046 -4.0727
H: 2.4410 0.5343 -3.7425
H: 6.2162 -1.6624 -2.5843
H: 6.2099 -0.2472 -3.5714
H: 5.3626 -1.6900 -4.1950
C: 3.5859 -0.3294 2.4403
S: 5.0024 0.4359 3.2747
O: 4.4726 1.1953 4.4507
C: 5.7927 -1.0660 3.9246
H: 3.1057 -1.1052 3.0438
H: 4.0372 -0.7187 1.5258
H: 2.9217 0.4983 2.1824
H: 6.5566 -0.7888 4.5861
H: 6.1900 -1.6152 3.0435
H: 5.0264 -1.5680 4.4955
C: -0.2723 -0.7591 -0.9875
S: 0.9935 -0.7359 0.3787
O: 1.8586 0.4118 -0.0310
C: -0.1390 0.0215 1.6095
H: -0.7709 0.1972 -0.8399
H: -0.9721 -1.5676 -0.8664
H: 0.2601 -0.8200 -1.9629
H: -1.2096 -0.2535 1.5122
H: -0.0552 1.0987 1.3252
H: 0.2892 -0.0955 2.6113
C: 1.8863 2.8105 -1.6049
S: 1.3870 3.4691 0.0606
O: 0.9493 4.8362 -0.0999
C: 3.1305 3.4945 0.5853
H: 2.3590 3.6074 -2.2058
H: 1.0874 2.3879 -2.1499
H: 2.6527 2.0291 -1.3772
H: 3.1235 3.9910 1.5767
H: 3.7155 4.0776 -0.1159
H: 3.2985 2.3635 0.6587
C: -0.6479 -5.5661 -1.5432
C: -0.4303 -6.2396 -0.3126
C: 0.6683 -5.9186 0.5004
C: 1.4671 -4.8264 0.0887
C: 1.2638 -4.1930 -1.0992
C: 0.2008 -4.5414 -1.9218
N: 2.5347 -4.3324 0.9856
O: 2.4559 -4.5931 2.1801
O: 3.2940 -3.5328 0.5345
H: -1.4780 -5.9688 -2.1224
H: -1.1177 -7.0331 0.0388
H: 0.8379 -6.3100 1.4860
H: 1.8550 -3.3323 -1.4318
H: -0.0348 -3.9238 -2.7946
C: -2.3466 1.6564 -3.8825
C: -2.3154 3.0246 -4.1802
C: -2.6832 3.5080 -5.4163
C: -3.0430 2.6216 -6.3796
C: -2.9313 1.2562 -6.1593
C: -2.6212 0.7894 -4.8944
N: -3.6189 3.1335 -7.6056
O: -3.8358 2.2712 -8.4691
O: -3.8963 4.3047 -7.6852
H: -1.9600 1.3664 -2.9062
H: -2.0673 3.7513 -3.3584
H: -2.7554 4.5680 -5.6138
H: -3.1328 0.5397 -6.9284
H: -2.5502 -0.2837 -4.7936
C: 0.6822 -2.4274 6.1863
C: -0.7009 -2.6056 6.2598
C: -1.3854 -2.8953 5.0693
C: -0.7395 -2.8293 3.8269
C: 0.5983 -2.6236 3.7989
C: 1.3167 -2.3559 4.9324
N: -1.5043 -3.2787 2.6465
O: -0.9956 -3.3823 1.5352
O: -2.6470 -3.5025 2.8422
H: 1.3380 -2.2810 7.0805
H: -1.1689 -2.6862 7.2522
H: -2.4719 -3.0682 5.1186
H: 1.1307 -2.5869 2.8755
H: 2.3793 -2.2490 4.9257
N: 0.9353 3.9259 3.3991
C: -0.2784 3.9717 2.9402
C: -1.3594 3.2329 3.4193
C: -1.1914 2.3615 4.4465
C: 0.1314 2.2636 4.9184
C: 1.0924 3.0571 4.3743
H: -0.5621 4.6388 2.1099
H: -2.3477 3.3849 2.9762
H: -2.0715 1.9168 4.8719
H: 0.4251 1.5589 5.7053
H: 2.1105 3.0712 4.7278
N: -3.1243 2.5718 0.1519
C: -4.2760 3.1913 -0.2352
C: -4.3719 4.5097 -0.6654
C: -3.2528 5.2734 -0.7116
C: -2.0536 4.6697 -0.3913
C: -2.0319 3.3706 0.0414
H: -5.1744 2.5555 -0.2926
H: -5.3219 4.8565 -0.9162
H: -3.2448 6.3125 -0.9245
H: -1.1101 5.1207 -0.3940
H: -1.0923 2.9260 0.3413

Forces on atoms 1 to 2 (eV/Å):
0.639 -0.341 0.968
-0.904 -0.172 0.221

Output
highest occupied orbital energy: -0.3171 hartree
total charge: 0

Here is C38H56BKN8OS as an isolated structure from OMol25. Energies are from the ωB97M-V functional and the def2-TZVPD basis.

CARTESIAN COORDINATES (ANGSTROEM)
K: -0.1305 -1.0892 -0.1100
C: -0.8728 5.0962 0.5783
C: -1.3271 3.8673 -0.1372
C: -2.5320 3.7374 -0.7929
C: -2.5405 2.4158 -1.2740
N: -1.4150 1.8103 -0.9614
N: -0.6522 2.6987 -0.2473
B: 0.6882 2.0199 0.2164
N: 2.0461 2.5011 -0.4335
N: 2.5609 1.5392 -1.2502
C: 3.7252 1.9651 -1.6872
C: 4.0110 3.2360 -1.1501
C: 2.9188 3.5335 -0.3632
C: 2.7469 4.7771 0.4432
C: 4.5475 1.1199 -2.6333
C: 4.6490 1.8359 -3.9857
C: 5.9562 0.9431 -2.0560
C: 3.9025 -0.2511 -2.8320
N: 0.7985 1.6586 1.7490
N: 0.9291 0.3119 1.9399
C: 0.9652 0.0949 3.2363
C: 0.8719 1.3137 3.9343
C: 0.7583 2.2732 2.9523
C: 0.5322 3.7313 3.1628
C: 1.0395 -1.3036 3.8069
C: 1.1024 -2.3618 2.7030
C: -0.2133 -1.5548 4.6544
C: 2.2904 -1.4140 4.6881
C: -3.6375 1.6679 -1.9991
C: -3.0347 0.6008 -2.9114
C: -4.4648 2.6458 -2.8371
C: -4.5468 0.9943 -0.9621
H: -1.2778 5.9714 0.0671
H: -1.2308 5.1183 1.6092
H: 0.2076 5.2005 0.6039
H: -3.2869 4.5010 -0.8894
H: 0.5762 0.9782 -0.2863
H: 4.8792 3.8599 -1.2954
H: 3.6698 5.3561 0.3800
H: 1.9430 5.4108 0.0665
H: 2.5619 4.5692 1.4972
H: 5.1049 2.8228 -3.8745
H: 5.2549 1.2520 -4.6843
H: 3.6570 1.9677 -4.4193
H: 6.4473 1.9075 -1.9068
H: 5.9123 0.4354 -1.0912
H: 6.5733 0.3455 -2.7329
H: 2.8981 -0.1742 -3.2446
H: 4.5152 -0.8488 -3.5135
H: 3.8066 -0.7843 -1.8866
H: 0.8464 1.4838 4.9994
H: 1.0651 4.0596 4.0573
H: 0.8757 4.3340 2.3281
H: -0.5289 3.9465 3.3071
H: 0.1746 -2.3900 2.1300
H: 1.9309 -2.1756 2.0187
H: 1.2442 -3.3469 3.1578
H: -1.1076 -1.4562 4.0355
H: -0.1815 -2.5638 5.0767
H: -0.2779 -0.8398 5.4781
H: 3.1952 -1.2646 4.0957
H: 2.2801 -0.6628 5.4807
H: 2.3405 -2.4028 5.1541
H: -2.3881 1.0484 -3.6681
H: -2.4290 -0.1073 -2.3504
H: -3.8333 0.0470 -3.4124
H: -3.8413 3.1626 -3.5698
H: -5.2518 2.1075 -3.3724
H: -4.9435 3.3976 -2.2064
H: -3.9797 0.3270 -0.3113
H: -5.0203 1.7377 -0.3168
H: -5.3305 0.4180 -1.4626
O: 1.1315 -2.9856 -1.1571
N: 1.4605 -3.8942 -2.0201
C: 2.1335 -4.9763 -1.5669
C: 2.5436 -5.9956 -2.3871
C: 2.2452 -5.8965 -3.7489
C: 1.5591 -4.8001 -4.2013
C: 1.1237 -3.7474 -3.3592
S: 0.2875 -2.3781 -3.8989
H: 2.3070 -4.9402 -0.5016
H: 3.0784 -6.8350 -1.9655
H: 2.5521 -6.6710 -4.4418
H: 1.3111 -4.6887 -5.2483
C: -2.5727 -2.8912 -0.9537
N: -2.1618 -3.4409 0.3218
C: -1.6723 -4.7852 0.1654
C: -3.1927 -3.3237 1.3335
C: -3.5016 -1.8858 1.7442
C: -4.8054 -1.6134 2.1638
C: -5.1437 -0.3487 2.6314
C: -4.1602 0.6345 2.6582
C: -2.8768 0.3372 2.2012
C: -2.4740 -0.9238 1.7194
H: -3.3405 -3.5198 -1.4443
H: -1.7111 -2.8139 -1.6228
H: -2.9937 -1.8980 -0.8011
H: -2.4450 -5.4811 -0.2234
H: -1.3262 -5.1673 1.1290
H: -0.8319 -4.7888 -0.5307
H: -2.8434 -3.8776 2.2143
H: -4.1258 -3.8290 0.9996
H: -5.5680 -2.3925 2.1225
H: -6.1582 -0.1337 2.9558
H: -4.4028 1.6361 3.0101
H: -2.1495 1.1519 2.2134

Forces on atoms 1 to 2 (eV/Å):
-0.444 -0.323 -0.225
0.019 0.099 -0.018

Output
highest occupied orbital energy: -0.0373 hartree
total charge: -2

For each record above, in turn, the calculated Kohn-Sham gap values are 7.849 5.121 eV.
For each record above, in turn, the calculated F_max values are 3.21 0.59 eV/Å.